Formula: C22H29N2O4
Source: OMol25
Level of theory: the ωB97M-V functional and the def2-TZVPD basis

Structure (ORCA input):
```
! wB97M-V def2-TZVPD RIJCOSX def2/J DEFGRID3
* xyz 1 1
C 4.4267 -3.9933 -4.1951
C 4.7916 -3.0998 -3.0209
O 3.6280 -2.4970 -2.4311
C 2.9546 -3.2509 -1.5583
O 3.2195 -4.3802 -1.2406
N 1.8923 -2.5675 -1.0156
C 0.9947 -3.2470 -0.1187
C -0.3669 -3.4428 -0.7877
N -0.8970 -2.1288 -1.2157
C -2.2787 -2.2001 -1.7533
C -3.0892 -0.9594 -1.3480
O -2.4474 0.1594 -1.9125
C -3.1915 -0.8425 0.1901
O -1.9006 -0.6778 0.7636
C -1.6226 0.5903 1.3031
C -2.2700 1.0117 2.4549
C -1.9608 2.2436 2.9971
C -1.0040 3.0681 2.4061
C -0.6742 4.3751 2.9901
C -1.6776 5.1991 3.4957
C -1.3650 6.4303 4.0411
C -0.0469 6.8519 4.0985
C 0.9582 6.0379 3.6031
C 0.6481 4.8104 3.0481
C -0.3689 2.6258 1.2471
C -0.6780 1.3991 0.6910
C 0.0463 -1.4760 -2.1538
C 1.4066 -1.2939 -1.4751
H 3.8290 -4.8348 -3.8534
H 5.3356 -4.3749 -4.6495
H 3.8679 -3.4339 -4.9419
H 5.3164 -3.6752 -2.2535
H 5.4039 -2.2549 -3.3396
H 1.4369 -4.2150 0.1271
H 0.8790 -2.6611 0.8006
H -1.0615 -3.9015 -0.0832
H -0.2662 -4.0847 -1.6660
H -0.9782 -1.5139 -0.3606
H -2.2401 -2.2709 -2.8421
H -2.7746 -3.0884 -1.3605
H -4.1060 -1.0769 -1.7505
H -2.9817 0.9520 -1.7915
H -3.6344 -1.7568 0.5986
H -3.8341 0.0018 0.4561
H -3.0005 0.3709 2.9258
H -2.4514 2.5608 3.9040
H -2.7091 4.8836 3.4379
H -2.1521 7.0630 4.4224
H 0.1961 7.8114 4.5283
H 1.9875 6.3599 3.6506
H 1.4381 4.1711 2.6818
H 0.3574 3.2593 0.7618
H -0.1986 1.0801 -0.2228
H -0.3738 -0.5150 -2.4528
H 0.1537 -2.1145 -3.0341
H 2.1203 -0.8694 -2.1800
H 1.3130 -0.6176 -0.6164
*
```

The calculation puts the frontier orbital gap at 8.609 eV. As for the HOMO energy: -10.9 eV. Its energy above the lowest of the compared OMol25 structures with the same formula, charge and spin is 0.0 kcal per mole. The SMILES is CCOC(=O)N1CC[NH+](C[C@H](O)COc2ccc(-c3ccccc3)cc2)CC1.

=====

Formula: C22H29N3O5S
Source: OMol25
Level of theory: the ωB97M-V functional and the def2-TZVPD basis

Structure (ORCA input):
```
! wB97M-V def2-TZVPD RIJCOSX def2/J DEFGRID3
* xyz 0 1
C 2.3191 -2.8523 1.0747
O 1.7709 -2.3324 -0.1156
C 2.3096 -1.1040 -0.5316
C 1.8048 0.1221 0.2507
N 0.3860 0.3549 0.0544
C -0.1710 0.7279 -1.1103
O -1.3730 0.6154 -1.3223
C 0.7043 1.4673 -2.1262
N 0.6919 2.8658 -1.7559
C 1.7161 3.4456 -1.0845
O 2.7741 2.8733 -0.8744
C 1.4881 4.8253 -0.6438
C 2.4026 5.6057 0.0111
C 1.9077 6.8829 0.3323
C 0.6234 7.0616 -0.0774
S -0.0091 5.6763 -0.8632
C -0.5188 0.0814 1.1785
C -0.7820 -1.4346 1.3186
O -0.4331 -2.1007 2.2704
N -1.4586 -1.8930 0.2611
C -1.7684 -3.2891 0.0428
C -1.0330 -3.8108 -1.1963
C -1.5859 -3.1958 -2.4798
C -3.0852 -3.4525 -2.5960
C -3.8154 -2.8740 -1.3881
C -3.2811 -3.4882 -0.0963
C -0.0001 0.7536 2.4071
C 0.4598 0.3082 3.6104
C 0.8265 1.4641 4.3440
C 0.5695 2.5222 3.5315
O 0.0669 2.1081 2.3572
H 3.4129 -2.8989 1.0116
H 2.0277 -2.2691 1.9518
H 1.9138 -3.8564 1.1776
H 2.0270 -1.0201 -1.5849
H 3.4074 -1.1243 -0.4600
H 2.3894 0.9983 -0.0434
H 1.9615 -0.0450 1.3172
H 0.2524 1.3534 -3.1148
H 1.7416 1.1392 -2.1437
H -0.1962 3.3402 -1.8178
H 3.3915 5.2545 0.2432
H 2.4785 7.6358 0.8451
H 0.0023 7.9286 0.0340
H -1.4737 0.5535 0.9055
H -1.7003 -1.2458 -0.4785
H -1.4073 -3.8153 0.9330
H 0.0285 -3.5809 -1.0954
H -1.1492 -4.8957 -1.2365
H -1.4013 -2.1194 -2.4887
H -1.0665 -3.6246 -3.3394
H -3.4705 -3.0030 -3.5134
H -3.2659 -4.5290 -2.6482
H -3.6830 -1.7904 -1.3695
H -4.8861 -3.0739 -1.4688
H -3.7832 -3.0458 0.7663
H -3.4888 -4.5601 -0.0937
H 0.5094 -0.7119 3.9283
H 1.2264 1.4932 5.3365
H 0.6949 3.5786 3.6638
*
```

The calculation puts the frontier orbital gap at 8.822 eV. As for the HOMO energy: -8.6 eV. Its energy above the lowest of the compared OMol25 structures with the same formula, charge and spin is 23.5 kcal per mole. The SMILES is COCCN(C(=O)CNC(=O)c1cccs1)[C@@H](C(=O)NC1CCCCC1)c1ccco1.

=====

Formula: C22H29N5O3
Source: OMol25
Level of theory: the ωB97M-V functional and the def2-TZVPD basis

Structure (ORCA input):
```
! wB97M-V def2-TZVPD RIJCOSX def2/J DEFGRID3
* xyz 0 1
C 1.2916 6.7108 -3.1157
N 0.5332 5.7392 -3.8498
N -0.0099 6.0534 -5.0131
C -0.6265 4.9675 -5.4437
C -0.4615 3.9141 -4.5420
C 0.3120 4.4442 -3.5179
C 0.7250 3.8968 -2.2056
O 0.5328 4.5355 -1.1795
N 1.3195 2.6838 -2.1926
C 1.6305 1.8558 -3.3306
C 0.8043 0.5721 -3.2645
C 1.0621 -0.1571 -1.9460
C 0.7481 0.7655 -0.7653
N 1.0623 0.2069 0.5466
C 1.0134 -1.2354 0.7269
C -0.4163 -1.7860 0.8575
N -1.1695 -1.1487 1.9265
C -0.8200 -1.6243 3.2550
C -1.2052 -3.0720 3.4172
C -2.4719 -3.4878 3.0330
C -2.8858 -4.8096 3.1638
C -1.9836 -5.6960 3.7005
C -0.7087 -5.2871 4.0893
C -0.2947 -3.9848 3.9544
O -0.0162 -6.3627 4.5841
C -0.9001 -7.4598 4.5036
O -2.1242 -7.0393 3.9428
C -1.1122 0.2949 1.7718
C 0.3189 0.8410 1.6290
C 1.5996 2.0421 -0.9294
H 1.0045 7.6972 -3.4732
H 1.0735 6.6131 -2.0530
H 2.3631 6.5684 -3.2777
H -1.1595 4.9764 -6.3732
H -0.8711 2.9272 -4.6136
H 1.4436 2.4002 -4.2555
H 2.6974 1.6014 -3.2859
H 1.0623 -0.0745 -4.1045
H -0.2560 0.8229 -3.3396
H 0.4412 -1.0531 -1.9111
H 2.1108 -0.4586 -1.8991
H -0.3141 1.0566 -0.8388
H 1.5406 -1.7337 -0.0845
H 1.5635 -1.4482 1.6497
H -0.3917 -2.8616 1.0419
H -0.9670 -1.6082 -0.0723
H -1.3943 -1.0250 3.9700
H 0.2467 -1.5027 3.5010
H -3.1435 -2.7577 2.6107
H -3.8691 -5.1293 2.8629
H 0.6958 -3.6859 4.2568
H -0.4553 -8.2456 3.8717
H -1.0767 -7.8656 5.5133
H -1.6057 0.7648 2.6247
H -1.6872 0.5418 0.8729
H 0.2827 1.9177 1.4655
H 0.8755 0.6590 2.5536
H 1.3848 2.7619 -0.1400
H 2.6581 1.7680 -0.8791
*
```

The calculation puts the frontier orbital gap at 8.432 eV. As for the HOMO energy: -7.7 eV. Its energy above the lowest of the compared OMol25 structures with the same formula, charge and spin is 93.2 kcal per mole. The SMILES is Cn1nccc1C(=O)N1CCC[C@@H](N2CCN(Cc3ccc4c(c3)OCO4)CC2)C1.

=====

Formula: C22H29N5O4
Source: OMol25
Level of theory: the ωB97M-V functional and the def2-TZVPD basis

Structure (ORCA input):
```
! wB97M-V def2-TZVPD RIJCOSX def2/J DEFGRID3
* xyz 0 1
C 4.5323 0.4162 -1.9151
N 3.3709 -0.1673 -1.5757
C 2.0843 0.6438 -1.8313
O 2.2972 1.7675 -2.4048
C 0.8163 -0.1983 -1.1309
C 0.9184 -1.3978 -0.6361
N -0.2068 -1.7658 -0.2967
C -1.1311 -0.7172 -0.7370
N -2.4683 -0.6137 -0.3572
C -2.8703 -1.8079 0.4171
C -4.1954 -1.7653 1.0347
C -4.6916 -0.6077 1.3665
C -5.3649 0.2961 0.2139
C -4.3373 0.6920 -1.0118
C -3.3922 -0.3327 -1.3321
N -0.4584 0.3172 -1.3760
C -0.8369 1.6024 -1.4686
C -0.8576 2.5994 -0.2701
O -1.8672 2.0264 0.6284
C 0.5282 2.6761 0.1850
O 0.7042 1.5062 1.3733
C 1.9590 1.1398 1.4361
C 3.0083 1.9644 1.2636
C 4.4430 1.2332 1.6599
C 4.3324 0.1355 2.3235
C 3.2255 -0.7066 2.3863
C 2.0349 -0.2949 2.0568
N 2.1697 -2.1595 -0.6949
C 2.2345 -3.3613 0.1954
C 3.4764 -1.3098 -0.9977
O 4.4457 -1.9839 -0.8669
H 4.1844 1.3802 -2.4125
H 5.1624 0.6457 -1.1158
H 5.1153 -0.2659 -2.4159
H -2.0695 -2.0111 1.2625
H -2.6499 -2.9088 0.1503
H -4.2813 -2.4885 1.7671
H -4.9468 -2.3434 0.3840
H -3.9537 0.1115 1.7933
H -5.3943 -0.4132 2.0194
H -5.8766 0.9455 0.4272
H -6.0144 -0.2641 -0.4121
H -3.7916 1.5667 -0.3111
H -4.7147 1.1445 -1.7997
H -2.9248 -0.1160 -2.1308
H -3.9952 -1.1560 -1.8716
H -0.1540 2.1689 -2.3121
H -1.9028 1.6134 -2.0972
H -1.1554 3.7565 -0.5947
H -1.5069 1.3344 1.1342
H 0.4008 3.6040 1.0781
H 1.2785 2.8393 -0.4760
H 3.0961 2.9057 0.6122
H 5.3817 1.7453 1.3345
H 5.5235 -0.4519 2.3698
H 3.5524 -1.7002 2.8084
H 1.0741 -0.6471 2.1556
H 1.7576 -3.2886 1.1639
H 3.2518 -3.4567 0.4581
H 1.6506 -4.0762 -0.6067
*
```

The calculation puts the frontier orbital gap at 8.120 eV. As for the HOMO energy: -7.9 eV. Its energy above the lowest of the compared OMol25 structures with the same formula, charge and spin is 433.0 kcal per mole. The SMILES is Cn1c(=O)c2c(nc(N3CCCCCC3)n2C[C@@H](O)COc2ccccc2)n(C)c1=O.

=====

Formula: C22H29N5O7Os
Source: OMol25
Level of theory: the ωB97M-V functional and the def2-TZVPD basis

Structure (ORCA input):
```
! wB97M-V def2-TZVPD RIJCOSX def2/J DEFGRID3
* xyz 2 5
Os 1.1234 -0.8722 -1.8742
O 0.7772 -1.6397 -6.1377
C 0.6103 -1.6873 -4.8079
O 1.0010 -0.8053 -4.0566
C -0.0068 -2.9408 -4.3419
O -0.3841 -2.9301 -2.9808
C 0.0943 -4.0711 -2.2933
C 1.5921 -3.8904 -2.0024
O 2.2808 -4.8135 -1.7237
O 1.9710 -2.6073 -2.0278
H 1.3814 -0.8860 -6.2753
H 0.6344 -3.7850 -4.5657
H -0.8770 -3.1176 -5.0088
H -0.1217 -4.9812 -2.7676
H -0.3177 -4.0018 -1.2707
N -1.1162 -0.9362 -1.1422
C -1.1894 0.2220 -0.2588
C -2.6374 0.4734 0.0266
C -2.9738 1.5851 1.1013
C -3.3752 2.8855 0.4008
N -3.5309 4.0219 1.3902
C -2.5533 4.5986 2.0310
N -1.2740 4.2131 1.7937
N -2.7964 5.6626 2.8154
C -0.3822 1.3714 -0.8454
O -0.6023 2.5024 -0.4261
O 0.5379 1.0619 -1.7324
H -1.7656 -0.7597 -1.9538
H -1.5440 -1.7044 -0.6640
H -0.7871 -0.0414 0.7169
H -2.9826 -0.5186 0.2845
H -3.0925 0.7983 -0.9263
H -2.0820 1.8506 1.6810
H -3.7298 1.3125 1.8261
H -4.3183 2.8184 -0.1112
H -2.5008 3.1746 -0.1385
H -4.4521 4.2754 1.6158
H -0.9475 3.5293 1.0908
H -0.6161 4.7210 2.3384
H -3.7525 5.6047 3.2400
H -2.0516 6.1619 3.2991
C 2.0399 2.9014 2.2555
C 1.5586 1.7274 2.7791
C 1.5159 0.5341 2.0549
C 1.9115 0.5597 0.7208
C 2.4479 1.7690 0.1482
C 2.4934 2.8672 0.9654
N 1.7433 -0.6766 0.0290
C 1.8668 -1.9090 0.7455
C 0.7565 -2.6469 1.1335
C 0.9049 -3.8278 1.7957
C 2.1946 -4.3628 2.0087
C 3.3094 -3.5874 1.7156
C 3.1570 -2.3421 1.0358
H 2.1517 3.8310 2.8886
H 1.0909 1.7163 3.8024
H 1.1530 -0.4157 2.4036
H 2.9046 1.8928 -0.8448
H 3.0050 3.7629 0.5708
H -0.2149 -2.2316 1.1246
H 0.0853 -4.3958 2.1680
H 2.3617 -5.3525 2.4821
H 4.2900 -3.8826 1.9569
H 4.0303 -1.7860 0.7415
*
```

The calculation puts the frontier orbital gap (alpha / beta) at 8.796 / 6.831 eV. As for the HOMO energy (alpha / beta): -13.7 / -14.2 eV. Its energy above the lowest of the compared OMol25 structures with the same formula, charge and spin is 19.3 kcal per mole.

=====

Formula: C22H29N7
Source: OMol25
Level of theory: the ωB97M-V functional and the def2-TZVPD basis

Structure (ORCA input):
```
! wB97M-V def2-TZVPD RIJCOSX def2/J DEFGRID3
* xyz 0 1
C -0.0747 -1.4484 6.5408
C -0.5317 -1.6147 5.2190
C 0.1859 -0.7631 4.4220
N 1.0665 -0.0796 5.2018
C 0.8980 -0.4680 6.5124
H -0.3832 -1.9076 7.4646
H -1.2521 -2.3319 4.8586
H 0.0851 -0.5087 3.3789
H 1.6441 0.6915 4.9096
H 1.5870 -0.0993 7.2541
C 3.6045 1.6321 3.6811
C 2.6954 2.2895 2.8015
C 2.0773 3.2782 3.5092
N 2.5450 3.2379 4.8019
C 3.4898 2.2474 4.8976
H 4.2125 0.7694 3.4692
H 2.5747 2.0489 1.7581
H 1.4059 4.0644 3.2068
H 2.1218 3.7053 5.5817
H 3.8347 1.9249 5.8679
C 0.4376 -1.9346 -5.7863
C 0.0522 -1.0255 -6.8083
C 1.0677 -0.9898 -7.7309
N 2.0115 -1.9111 -7.3348
C 1.6390 -2.4663 -6.1443
H -0.1420 -2.0978 -4.8925
H -0.7380 -0.2912 -6.7743
H 1.2467 -0.4490 -8.6441
H 2.8703 -2.1133 -7.8110
H 2.2892 -3.1090 -5.5744
C 0.6774 -0.2461 0.1524
C 0.9162 -0.2065 -1.2459
C -0.2698 -0.4326 -1.8894
N -1.2231 -0.6382 -0.9267
C -0.6529 -0.5645 0.3082
H 1.4174 -0.0687 0.9144
H 1.9033 -0.0692 -1.6597
H -0.5128 -0.4146 -2.9370
H -2.2165 -0.6894 -1.1049
H -1.2460 -0.5482 1.2092
C -3.7378 -2.4556 1.4010
C -4.9573 -3.2430 1.4853
N -5.9317 -3.8456 1.5490
H -3.0562 -2.6362 2.2270
H -3.9975 -1.3951 1.4340
H -3.2872 -2.6191 0.4227
C -4.4375 2.1811 0.2260
C -4.2755 0.9714 -0.5575
N -4.1733 0.0296 -1.2055
H -4.6978 2.0097 1.2650
H -5.1610 2.8298 -0.2679
H -3.4992 2.7429 0.2014
C 1.2436 1.5062 -4.5365
C 2.4642 1.4781 -5.3295
N 3.4228 1.4325 -5.9577
H 0.7705 2.4895 -4.5642
H 1.4782 1.3089 -3.4940
H 0.5188 0.8124 -4.9552
*
```

The calculation puts the frontier orbital gap at 8.415 eV. As for the HOMO energy: -8.3 eV. Its energy above the lowest of the compared OMol25 structures with the same formula, charge and spin is 0.0 kcal per mole. The SMILES is c1cc[nH]c1.c1cc[nH]c1.c1cc[nH]c1.c1cc[nH]c1.CC#N.CC#N.CC#N.